This record from the Open Molecules 2025 dataset describes a structure of composition C31H33BN10O4V. The level of theory is ωB97M-V/def2-TZVPD.

Positions of all 80 atoms, in Å:
V -0.088987 -0.127637 -0.202827
C -1.402386 -1.678824 4.638777
C -0.911788 -0.562312 3.952135
N -0.152155 -0.922552 2.929910
N -0.117346 -2.276037 2.947280
C -0.879951 -2.754720 3.951461
B 0.678718 -2.960845 1.836959
N -0.253229 -3.253406 0.627443
C -0.895299 -4.400117 0.361774
C -1.532927 -4.268496 -0.856352
C -1.204275 -2.978132 -1.275111
N -0.429515 -2.377284 -0.379264
N 1.841356 -2.042490 1.397761
C 3.105429 -2.117364 1.849787
C 3.837071 -1.090206 1.295903
C 2.914013 -0.413015 0.492249
N 1.720743 -0.977727 0.573450
N 1.316329 -4.305367 2.234772
C 2.231024 -4.975398 1.499221
C 2.354523 -6.242295 2.017171
C 1.440969 -6.259107 3.085214
N 0.817190 -5.100258 3.206212
H -2.042814 -1.706016 5.503203
H -1.085943 0.481937 4.149662
H -0.975009 -3.810737 4.109143
H -0.842098 -5.226171 1.052943
H -2.132131 -4.999529 -1.368322
H -1.483667 -2.447024 -2.171387
H 3.394525 -2.894282 2.538473
H 4.879461 -0.871271 1.440906
H 3.045275 0.449755 -0.138064
H 2.708184 -4.513257 0.648412
H 3.006966 -7.027169 1.676643
H 1.216830 -7.059073 3.773256
O -1.854505 -0.109884 -1.013681
C -2.128931 0.156709 -2.257920
C -1.198581 0.355962 -3.286882
C -1.653273 0.677627 -4.589891
C -0.756440 0.855202 -5.619424
C 0.619203 0.731145 -5.455722
C 1.082837 0.414629 -4.182736
C 0.222308 0.226985 -3.102429
O 0.739153 -0.092073 -1.928710
N -1.278244 1.187365 -6.949887
O -2.481464 1.281493 -7.099667
O -0.480276 1.358537 -7.854096
H -3.193865 0.224773 -2.496271
H -2.711451 0.787793 -4.775630
H 1.288540 0.877148 -6.287336
H 2.143196 0.299315 -3.998807
C 2.505395 3.022386 0.673385
C 1.853515 3.519863 -0.616489
C 2.247943 2.691931 -1.834894
C 0.356294 3.717462 -0.463594
C -0.173735 4.929366 -0.894783
C -1.496974 5.261508 -0.672107
C -2.276336 4.412523 0.093803
C -1.803465 3.187897 0.554955
C -2.626958 2.534475 1.657651
C -1.896676 2.812900 2.977150
C -3.034920 1.071609 1.568308
C -0.504493 2.779341 0.149002
N -0.092722 1.460755 0.307801
H 3.589185 2.956796 0.541767
H 2.130820 2.047118 0.973482
H 2.310071 3.713402 1.496253
H 2.245480 4.531947 -0.775716
H 1.907899 1.662295 -1.744028
H 3.334753 2.699984 -1.960384
H 1.797369 3.091909 -2.745102
H 0.483572 5.623990 -1.405900
H -1.901484 6.195606 -1.041171
H -3.281792 4.710422 0.372107
H -3.560853 3.108371 1.676503
H -0.919480 2.329106 2.965432
H -2.462906 2.426596 3.828604
H -1.733557 3.882714 3.118775
H -2.183508 0.401125 1.623669
H -3.573415 0.849668 0.651261
H -3.676313 0.840613 2.424578

Forces on atoms 1 to 2 (eV/Å):
-0.1 0.3 -0.4
0.0 -0.2 -0.1

- HOMO level (spin up / spin down) (eV) = -2.86 / -5.22
- molar mass (g mol⁻¹) = 671.43
- calculated total energy (eV) = -82140.9378
- expectation value of S² = 2.084
- HOMO-LUMO gap (spin up / spin down) (eV) = 5.38 / 7.85
- total charge = -1
- ΔE to the lowest compared entry with this formula, charge and spin (kJ/mol) = 117.5
- spin multiplicity = 3